# 1
Computed, not measured: a single C9H15NSi molecule in a non-equilibrium geometry, with ωB97M-V/def2-TZVPD.

Summary:
* maximum force: 6.0 eV Å⁻¹
* SMILES: CN(C)[Si@H](C)c1ccccc1
* electronic energy: -696.13100 Eh
* gap between HOMO and LUMO: 8.99 eV
* relative energy (zero: lowest compared OMol25 entry of this formula, charge and spin): 2.2221 eV

The geometry in ORCA input format:
```
! RIJCOSX wB97M-V def2-TZVPD def2/J DEFGRID3
* xyz 0 1
C 1.033 -1.726 -0.853
N 1.633 -0.468 -0.325
C 3.076 -0.557 -0.278
Si 0.944 1.080 -0.028
C 1.475 2.031 1.519
C -0.987 0.512 -0.091
C -1.764 0.450 -1.219
C -3.102 0.041 -1.169
C -3.508 -0.613 -0.042
C -2.745 -0.683 1.120
C -1.455 -0.127 1.138
H -0.078 -1.655 -0.716
H 1.225 -1.593 -2.008
H 1.673 -2.497 -0.624
H 3.456 0.350 0.223
H 3.439 -1.461 0.263
H 3.366 -0.683 -1.343
H 1.354 1.808 -1.195
H 1.063 1.691 2.487
H 2.463 1.908 1.668
H 1.288 3.095 1.446
H -1.519 1.052 -2.021
H -3.670 0.126 -2.055
H -4.564 -1.022 0.201
H -3.320 -0.964 1.969
H -0.776 -0.095 1.934
*
```

# 2
Computed, not measured: a molecular structure, H17HgO9 in a non-equilibrium geometry, with ωB97M-V/def2-TZVPD.

Summary:
* maximum force: 4.2 eV Å⁻¹
* electronic energy: -840.31042 Eh
* gap between HOMO and LUMO: 3.95 eV
* relative energy (zero: lowest compared OMol25 entry of this formula, charge and spin): 4.4273 eV

The geometry in ORCA input format:
```
! RIJCOSX wB97M-V def2-TZVPD def2/J DEFGRID3
* xyz 1 1
Hg 1.660 2.256 -0.526
O 0.079 0.455 -0.808
H 0.179 0.331 0.092
O 2.563 0.407 0.714
H 2.992 0.763 1.518
H 2.966 -0.437 0.686
O -2.633 1.417 -0.466
H -1.729 1.244 -0.715
H -2.996 2.042 -1.120
O 0.744 2.223 1.784
H 0.810 1.703 2.538
H -0.144 2.613 1.893
O -0.576 0.235 -3.211
H 0.042 -0.403 -3.549
H -0.328 0.470 -2.298
O 0.398 -1.570 1.013
H 0.686 -0.970 0.354
H 1.167 -1.968 1.473
O 0.965 -1.840 -1.822
H 0.584 -1.007 -1.549
H 0.372 -2.281 -2.469
O -1.055 -0.359 3.197
H -1.064 -0.831 2.362
H -0.184 0.120 3.211
O -1.976 -1.637 -1.030
H -1.355 -0.930 -1.058
H -2.154 -2.055 -0.205
*
```

# 3
Computed, not measured: a molecular structure, C37H65As2FeN7O4P2SSe, with ωB97M-V/def2-TZVPD.

Summary:
* maximum force: 0.7 eV Å⁻¹
* electronic energy: -11350.36405 Eh
* gap between HOMO and LUMO (alpha / beta): 4.50 / 7.52 eV
* <S²>: 8.7784
* relative energy (zero: lowest compared OMol25 entry of this formula, charge and spin): 2.3215 eV

The geometry in ORCA input format:
```
! RIJCOSX wB97M-V def2-TZVPD def2/J DEFGRID3
* xyz 1 6
Fe 0.118 1.034 -0.517
C 0.216 0.520 5.068
As 0.793 0.304 3.201
C 0.691 -1.649 3.086
C 2.715 0.469 3.573
C 3.439 -0.531 4.214
C 4.791 -0.385 4.487
C 5.453 0.778 4.123
C 4.758 1.783 3.470
C 3.401 1.619 3.191
As 2.576 3.126 2.334
C 3.959 4.242 1.614
C 1.632 4.183 3.619
H 0.763 -0.154 5.727
H -0.850 0.296 5.122
H 0.371 1.548 5.394
H 0.590 -2.104 4.071
H 1.575 -2.036 2.580
H -0.179 -1.900 2.481
H 2.936 -1.439 4.522
H 5.326 -1.179 4.993
H 6.507 0.904 4.332
H 5.299 2.671 3.171
H 3.476 5.097 1.147
H 4.554 3.706 0.883
H 4.555 4.578 2.463
H 2.198 4.238 4.546
H 0.663 3.717 3.790
H 1.486 5.171 3.186
C 5.356 0.445 0.287
N 4.668 0.607 -0.978
C 5.260 1.074 -2.131
C 4.300 1.143 -3.066
N 3.118 0.698 -2.492
C 3.346 0.397 -1.192
S 2.289 -0.129 0.047
C 1.908 0.551 -3.248
C 2.001 0.383 -4.608
C 0.863 0.210 -5.394
C -0.393 0.261 -4.704
C -0.399 0.457 -3.357
N 0.713 0.558 -2.549
H 6.347 0.035 0.103
H 4.789 -0.232 0.919
H 5.454 1.405 0.795
H 6.302 1.334 -2.179
H 4.340 1.512 -4.072
H 2.976 0.336 -5.075
H 0.934 0.068 -6.461
H -1.335 0.214 -5.236
H -1.338 0.542 -2.826
C -5.141 2.541 0.738
C -3.635 2.254 0.708
C -3.069 2.500 2.117
C -2.973 3.292 -0.217
P -3.106 0.511 0.202
N -1.570 0.396 -0.020
C -4.101 -0.011 -1.334
C -4.043 1.123 -2.372
C -3.404 -1.229 -1.963
C -5.578 -0.362 -1.116
C -3.614 -0.660 1.611
C -3.498 -2.104 1.099
C -2.570 -0.517 2.732
C -5.009 -0.482 2.221
H -5.283 3.558 1.116
H -5.702 1.873 1.389
H -5.588 2.512 -0.253
H -3.147 3.567 2.337
H -2.016 2.215 2.181
H -3.628 1.970 2.887
H -2.913 4.244 0.315
H -3.549 3.469 -1.120
H -1.962 3.015 -0.502
H -3.048 1.556 -2.476
H -4.735 1.926 -2.135
H -4.339 0.721 -3.344
H -2.326 -1.117 -1.862
H -3.665 -1.286 -3.024
H -3.706 -2.166 -1.496
H -6.139 0.437 -0.635
H -5.713 -1.271 -0.532
H -6.037 -0.536 -2.094
H -2.542 -2.267 0.597
H -4.306 -2.378 0.423
H -3.549 -2.782 1.954
H -1.595 -0.306 2.292
H -2.515 -1.450 3.299
H -2.820 0.276 3.434
H -5.813 -0.523 1.488
H -5.099 0.451 2.777
H -5.178 -1.294 2.935
O 1.254 5.291 0.246
Se 1.413 3.829 -0.373
O 2.849 3.440 -0.962
O 1.304 2.799 1.174
O 0.165 3.149 -1.144
C -0.805 -4.383 -2.932
N -0.210 -2.991 -2.862
C 1.077 -2.971 -3.679
N 1.984 -3.969 -3.225
C 1.356 -5.283 -3.286
N 0.134 -5.363 -2.486
C 0.425 -5.254 -1.050
P 1.233 -3.652 -0.552
C 0.039 -2.573 -1.440
C 2.521 -3.664 -1.894
H -1.069 -4.557 -3.976
H -1.704 -4.380 -2.316
H -0.846 -2.300 -3.283
H 1.492 -1.973 -3.579
H 0.783 -3.146 -4.714
H 2.059 -6.036 -2.931
H 1.106 -5.501 -4.326
H 1.065 -6.092 -0.766
H -0.507 -5.368 -0.491
H 0.430 -1.556 -1.476
H -0.921 -2.537 -0.926
H 3.280 -4.409 -1.646
H 3.015 -2.689 -1.918
*
```

# 4
Computed, not measured: a single C20H22ClN3O5 molecule, with ωB97M-V/def2-TZVPD.

Summary:
* maximum force: 0.7 eV Å⁻¹
* SMILES: CCOc1ccccc1NC(=O)COC(=O)C[C@H](NC(N)=O)c1ccc(Cl)cc1
* electronic energy: -1776.07842 Eh
* gap between HOMO and LUMO: 8.45 eV

The geometry in ORCA input format:
```
! RIJCOSX wB97M-V def2-TZVPD def2/J DEFGRID3
* xyz 0 1
C 2.321 1.175 -1.976
C 0.902 1.559 -1.577
O 0.030 0.442 -1.568
C -0.169 -0.233 -2.752
C -0.267 0.385 -3.988
C -0.540 -0.359 -5.125
C -0.718 -1.726 -5.033
C -0.613 -2.360 -3.808
C -0.330 -1.629 -2.662
N -0.185 -2.204 -1.399
C -0.479 -3.461 -1.012
O -0.872 -4.365 -1.716
C -0.281 -3.655 0.500
O -0.903 -2.565 1.173
C -0.352 -2.104 2.289
O 0.578 -2.606 2.866
C -1.007 -0.800 2.690
C -0.275 0.328 1.918
N 1.140 0.324 2.223
C 1.988 -0.503 1.546
N 3.249 -0.575 2.063
O 1.685 -1.057 0.505
C -0.890 1.671 2.219
C -0.803 2.238 3.485
C -1.372 3.469 3.753
C -2.042 4.142 2.743
Cl -2.756 5.680 3.070
C -2.147 3.591 1.476
C -1.570 2.359 1.222
H 2.350 0.842 -3.011
H 2.982 2.029 -1.858
H 2.663 0.363 -1.339
H 0.887 1.921 -0.545
H 0.514 2.354 -2.226
H -0.142 1.454 -4.072
H -0.615 0.140 -6.079
H -0.934 -2.306 -5.917
H -0.743 -3.427 -3.726
H 0.241 -1.583 -0.712
H -0.744 -4.597 0.806
H 0.786 -3.675 0.749
H -2.057 -0.807 2.407
H -0.904 -0.651 3.765
H -0.361 0.123 0.845
H 1.401 0.615 3.152
H 3.415 -0.358 3.030
H 3.850 -1.270 1.653
H -0.291 1.718 4.282
H -1.301 3.905 4.737
H -2.673 4.121 0.698
H -1.649 1.926 0.236
*
```

# 5
Computed, not measured: a single C6H12O molecule, with ωB97M-V/def2-TZVPD.

Summary:
* maximum force: 0.3 eV Å⁻¹
* electronic energy: -310.94109 Eh
* gap between HOMO and LUMO: 8.79 eV
* relative energy (zero: lowest compared OMol25 entry of this formula, charge and spin): 3.2159 eV

The geometry in ORCA input format:
```
! RIJCOSX wB97M-V def2-TZVPD def2/J DEFGRID3
* xyz 0 1
C -2.021 0.740 -1.694
C -0.566 0.285 -1.483
C -0.699 -1.120 -0.927
C 2.111 -0.276 0.567
C 1.151 -0.430 1.744
C -0.307 -0.225 1.353
O -0.658 -1.242 0.374
H -2.578 -0.018 -2.252
H -2.534 0.885 -0.736
H -2.059 1.682 -2.245
H -0.071 0.196 -2.456
H -0.008 1.033 -0.905
H 1.812 -0.928 -0.264
H 3.132 -0.551 0.844
H 2.127 0.754 0.192
H 1.403 0.282 2.540
H 1.244 -1.434 2.175
H -0.975 -0.414 2.197
H -0.504 0.780 0.975
*
```

# 6
Computed, not measured: 6 unconnected molecules or ions with the total composition C12H11Cl20N3 in a non-equilibrium geometry, with ωB97M-V/def2-TZVPD.

Summary:
* maximum force: 7.0 eV Å⁻¹
* SMILES: N#CC[C@H](C#N)CCCN.ClC(Cl)(Cl)Cl.ClC(Cl)(Cl)Cl.ClC(Cl)(Cl)Cl.ClC(Cl)(Cl)Cl.ClC(Cl)(Cl)Cl
* electronic energy: -9831.77888 Eh
* gap between HOMO and LUMO: 9.53 eV
* relative energy (zero: lowest compared OMol25 entry of this formula, charge and spin): 0.0000 eV

The geometry in ORCA input format:
```
! RIJCOSX wB97M-V def2-TZVPD def2/J DEFGRID3
* xyz 0 1
N -2.408 -0.661 -0.485
C -2.967 -1.591 -1.034
C -3.188 -2.898 -1.962
C -3.122 -4.285 -1.152
C -4.175 -4.297 0.087
N -5.076 -4.401 0.898
C -1.663 -4.687 -0.587
C -0.447 -3.773 -1.109
C 0.958 -4.439 -0.617
N 2.061 -3.436 -0.920
H -2.533 -2.873 -2.915
H -4.280 -2.801 -2.352
H -3.476 -5.108 -1.891
H -1.424 -5.776 -0.921
H -1.754 -4.727 0.565
H -0.378 -3.704 -2.253
H -0.455 -2.704 -0.653
H 1.225 -5.400 -1.203
H 0.981 -4.601 0.530
H 1.758 -2.848 -1.727
H 2.063 -2.774 -0.120
Cl 0.190 1.901 -1.443
C -1.238 2.920 -1.152
Cl -0.795 4.629 -1.352
Cl -2.515 2.495 -2.313
Cl -1.828 2.655 0.503
Cl -2.803 5.044 4.479
C -1.856 3.577 4.813
Cl -2.413 2.259 3.759
Cl -0.136 3.899 4.503
Cl -2.073 3.107 6.513
Cl 1.261 5.675 2.518
C 2.058 6.733 1.332
Cl 1.285 6.536 -0.257
Cl 1.912 8.424 1.859
Cl 3.775 6.294 1.207
Cl 2.052 -0.756 -3.562
C 3.491 0.220 -3.192
Cl 3.678 0.356 -1.430
Cl 4.930 -0.562 -3.883
Cl 3.303 1.841 -3.894
Cl 3.646 2.778 3.749
C 3.204 2.107 2.163
Cl 3.732 0.412 2.068
Cl 1.442 2.189 1.955
Cl 3.997 3.050 0.881
*
```